{
  "formula": "C5H9NO2",
  "method": "the ωB97M-V functional and the def2-TZVPD basis",
  "e_above_lowest_kcal_mol": 46.6,
  "lumo_energy_ev": 0.759,
  "smiles": "C[C@H]1C=C(O)[C@@]1(N)O",
  "homo_lumo_gap_ev": 9.454,
  "symbols": ["C", "C", "C", "C", "O", "C", "N", "O", "H", "H", "H", "H", "H", "H", "H", "H", "H"],
  "coordinates": [[1.95, -0.73, 0.38], [0.69, -0.52, -0.43], [-0.49, -1.38, -0.10], [-1.32, -0.37, 0.22], [-2.64, -0.24, 0.48], [-0.33, 0.74, 0.02], [-0.58, 1.73, -0.98], [0.07, 1.35, 1.20], [1.71, -0.89, 1.43], [2.59, 0.15, 0.33], [2.51, -1.58, 0.00], [0.90, -0.41, -1.49], [-0.59, -2.45, -0.05], [-3.06, -1.11, 0.47], [-1.24, 2.43, -0.64], [-0.94, 1.32, -1.83], [0.78, 1.97, 0.99]],
  "nbo_charge": [-0.62, -0.23, -0.31, 0.28, -0.67, 0.37, -0.86, -0.70, 0.22, 0.21, 0.21, 0.19, 0.20, 0.48, 0.37, 0.37, 0.48]
}

{
  "formula": "C5H9NO2",
  "method": "the ωB97M-V functional and the def2-TZVPD basis",
  "e_above_lowest_kcal_mol": 64.7,
  "lumo_energy_ev": 0.194,
  "smiles": "CCC(=O)/C(C)=N\\O",
  "homo_lumo_gap_ev": 9.648,
  "symbols": ["C", "C", "C", "O", "C", "C", "N", "O", "H", "H", "H", "H", "H", "H", "H", "H", "H"],
  "coordinates": [[-0.41, 1.73, 0.97], [0.79, 1.36, 0.11], [0.34, 0.29, -1.00], [0.25, 0.60, -2.16], [-0.06, -1.01, -0.43], [-1.33, -1.64, -0.91], [0.56, -1.54, 0.56], [1.92, -1.27, 0.70], [-0.76, 0.88, 1.55], [-1.24, 2.08, 0.35], [-0.14, 2.52, 1.67], [1.61, 1.02, 0.74], [1.18, 2.21, -0.45], [-1.50, -2.57, -0.36], [-1.24, -1.85, -1.97], [-2.17, -0.97, -0.76], [2.21, -1.86, 1.41]],
  "nbo_charge": [-0.61, -0.49, 0.55, -0.51, 0.09, -0.64, -0.11, -0.56, 0.21, 0.21, 0.22, 0.23, 0.22, 0.24, 0.24, 0.22, 0.49]
}

{
  "formula": "C5H9NO2",
  "method": "the ωB97M-V functional and the def2-TZVPD basis",
  "e_above_lowest_kcal_mol": 118.3,
  "lumo_energy_ev": 0.036,
  "smiles": "C[C@H]1[C@H](C(=O)O)N1C",
  "homo_lumo_gap_ev": 9.416,
  "symbols": ["C", "C", "C", "C", "O", "O", "N", "C", "H", "H", "H", "H", "H", "H", "H", "H", "H"],
  "coordinates": [[-2.21, -1.29, 0.48], [-1.04, -0.46, 0.29], [0.02, -0.49, -0.62], [1.55, -0.06, 0.06], [1.43, 0.75, 1.10], [2.49, -0.81, -0.32], [-1.09, 0.47, -0.79], [-0.86, 1.90, -0.27], [-1.92, -2.44, 0.64], [-3.05, -0.87, 1.29], [-2.81, -1.20, -0.53], [-0.56, -0.01, 1.30], [0.12, -1.21, -1.54], [2.07, -1.62, -0.93], [-1.65, 2.60, -0.14], [-0.37, 2.33, -1.05], [-0.26, 1.93, 0.62]],
  "nbo_charge": [-0.62, -0.15, -0.18, 0.80, -0.63, -0.62, -0.37, -0.44, 0.22, 0.23, 0.23, 0.22, 0.19, 0.52, 0.20, 0.19, 0.22]
}

{
  "formula": "C5H9NO2",
  "method": "the ωB97M-V functional and the def2-TZVPD basis",
  "e_above_lowest_kcal_mol": 87.4,
  "lumo_energy_ev": 0.512,
  "homo_lumo_gap_ev": 8.078,
  "symbols": ["C", "C", "C", "C", "N", "C", "O", "O", "H", "H", "H", "H", "H", "H", "H", "H", "H"],
  "coordinates": [[-0.20, -1.37, 0.14], [1.07, -2.19, 0.25], [0.15, -0.08, -0.77], [-0.58, 0.98, -0.08], [-1.83, 1.48, -0.28], [0.60, 1.54, 0.38], [0.69, 2.92, 0.44], [0.53, -0.19, -1.94], [0.18, 3.27, -0.31], [-2.24, 1.91, 0.54], [-2.42, 0.90, -0.87], [1.43, 1.10, 0.92], [-0.58, -1.14, 1.13], [-0.98, -1.91, -0.40], [1.48, -2.42, -0.74], [0.86, -3.13, 0.77], [1.84, -1.66, 0.82]],
  "nbo_charge": [-0.48, -0.61, 0.54, 0.02, -0.81, 0.02, -0.69, -0.55, 0.48, 0.40, 0.40, 0.22, 0.21, 0.23, 0.22, 0.20, 0.20]
}

{
  "formula": "C5H9NO2",
  "method": "the ωB97M-V functional and the def2-TZVPD basis",
  "e_above_lowest_kcal_mol": 148.5,
  "lumo_energy_ev": -4.134,
  "homo_lumo_gap_ev": 3.711,
  "symbols": ["C", "N", "C", "C", "C", "C", "O", "O", "H", "H", "H", "H", "H", "H", "H", "H", "H"],
  "coordinates": [[2.90, -0.59, -0.11], [2.96, 0.70, 0.07], [-0.31, 1.26, -0.14], [-0.53, -0.25, 0.14], [-1.82, -0.87, 0.39], [-3.04, -0.32, -0.05], [-3.14, 0.74, -0.67], [1.92, -1.23, -0.56], [3.74, -1.23, 0.23], [3.92, 1.02, 0.13], [-0.80, 1.57, -1.04], [0.77, 1.44, -0.08], [-0.74, 1.82, 0.70], [0.24, -0.61, 0.81], [-0.21, -0.76, -0.84], [-1.89, -1.89, 0.74], [-3.97, -0.81, 0.27]],
  "nbo_charge": [0.42, -0.84, -0.62, -0.52, 0.10, 0.27, -0.40, -0.68, 0.12, 0.34, 0.23, 0.29, 0.21, 0.30, 0.41, 0.22, 0.14]
}

{
  "formula": "C5H9NO2",
  "method": "the ωB97M-V functional and the def2-TZVPD basis",
  "e_above_lowest_kcal_mol": 143.4,
  "lumo_energy_ev": 0.866,
  "homo_lumo_gap_ev": 10.347,
  "symbols": ["C", "C", "C", "C", "C", "N", "O", "O", "H", "H", "H", "H", "H", "H", "H", "H", "H"],
  "coordinates": [[0.25, 0.31, -1.43], [0.61, -0.76, -0.31], [-0.48, 0.36, -0.15], [1.98, -0.68, 0.55], [-0.65, 1.30, 1.03], [-2.20, -0.55, -0.39], [-2.95, -0.45, 0.52], [-2.37, -1.02, -1.46], [0.84, 1.12, -1.78], [-0.35, -0.33, -2.17], [0.34, -1.79, -0.70], [2.70, -1.44, 0.11], [1.78, -0.86, 1.58], [2.66, 0.31, 0.38], [0.23, 1.21, 1.78], [-1.46, 0.87, 1.51], [-0.93, 2.41, 0.94]],
  "nbo_charge": [-0.48, -0.24, 0.12, -0.63, -0.67, 0.55, -0.38, -0.38, 0.23, 0.27, 0.24, 0.23, 0.22, 0.21, 0.23, 0.26, 0.24]
}